Record 1
The following is a quantum chemistry calculation of C30H47BiBrN9O4P3 as an isolated structure at a distorted geometry, from OMol25.

* multiplicity: 1
* total charge: +3
* Kohn-Sham gap: 7.206 eV
* DFT total energy: -5777.1672 hartree
* E_LUMO: -8.01 eV

Element x y z (Å)
1 Bi -0.00316 0.03885 0.00175
2 Br 4.31844 -3.81757 4.92450
3 C 3.00367 -2.85259 3.97010
4 C 1.64872 -2.98318 4.32251
5 C 0.68506 -2.27863 3.64650
6 C 1.00157 -1.43436 2.56450
7 O -0.01074 -0.83936 1.96002
8 C 2.37832 -1.28083 2.22466
9 C 2.86513 -0.24002 1.38042
10 N 2.18366 0.42339 0.49340
11 C 2.63357 1.69544 0.04156
12 C 3.92298 2.01384 -0.29735
13 C 4.27998 3.35083 -0.55716
14 C 3.36129 4.35718 -0.43589
15 C 2.01744 4.06040 -0.11217
16 C 1.00920 5.03853 0.04657
17 C -0.27337 4.66014 0.35339
18 C -0.57340 3.29872 0.47442
19 N 0.35079 2.36474 0.33546
20 C 1.64349 2.71119 0.07472
21 C 3.35596 -1.99812 2.96554
22 H 1.37334 -3.63593 5.14074
23 H -0.35641 -2.35552 3.93100
24 H 3.89195 0.07936 1.56323
25 H 4.67661 1.23809 -0.35879
26 H 5.30191 3.58013 -0.82556
27 H 3.64976 5.38980 -0.58491
28 H 1.26176 6.08568 -0.06627
29 H -1.05458 5.39422 0.49126
30 H -1.57687 2.94938 0.69317
31 H 4.40376 -1.85512 2.72760
32 C -1.13571 3.36246 -3.09039
33 N -0.83671 2.15826 -3.85411
34 C 0.13324 2.35257 -4.93538
35 P -1.09238 0.61566 -3.36592
36 O 0.00984 -0.08590 -2.63025
37 O -2.38400 0.83296 -2.42859
38 P -3.22581 0.18943 -1.21403
39 O -2.46667 0.37469 0.06402
40 N -4.66602 0.95248 -1.39754
41 C -4.70776 2.40643 -1.59466
42 C -5.72322 0.46122 -0.49367
43 N -3.38864 -1.41102 -1.58872
44 C -4.23123 -1.74680 -2.74818
45 C -3.44746 -2.40010 -0.50811
46 N -1.61279 -0.29263 -4.62545
47 C -2.67398 0.25266 -5.48076
48 C -0.72149 -1.24416 -5.28657
49 H -1.73151 4.04762 -3.69659
50 H -0.21214 3.87359 -2.80376
51 H -1.69344 3.12359 -2.18876
52 H -0.27300 3.02991 -5.68783
53 H 0.36537 1.40198 -5.41674
54 H 1.06233 2.78125 -4.55202
55 H -4.04301 2.69162 -2.40720
56 H -4.44185 2.95651 -0.68665
57 H -5.72430 2.67779 -1.87370
58 H -5.64698 -0.61850 -0.36852
59 H -6.69218 0.68643 -0.93599
60 H -5.66638 0.92883 0.49249
61 H -4.26925 -0.91098 -3.44143
62 H -5.25319 -1.98572 -2.44404
63 H -3.81132 -2.61527 -3.25774
64 H -2.86584 -2.05490 0.34607
65 H -3.04748 -3.34988 -0.87398
66 H -4.47118 -2.59392 -0.17624
67 H -3.21244 1.03573 -4.94959
68 H -3.37203 -0.54158 -5.74724
69 H -2.26524 0.67701 -6.40060
70 H 0.16354 -1.40582 -4.67441
71 H -0.40146 -0.87358 -6.26349
72 H -1.23560 -2.19543 -5.44222
73 C 0.17832 -5.72549 -1.52686
74 N 0.73336 -4.65887 -2.48378
75 C 2.26078 -4.82694 -2.53474
76 N 2.81280 -4.76640 -1.23022
77 C 2.23553 -5.78945 -0.36258
78 N 0.78871 -5.60934 -0.25206
79 C 0.41588 -4.42162 0.49687
80 P 1.02659 -2.84760 -0.33103
81 C 0.34976 -3.28954 -2.03069
82 C 2.77951 -3.44189 -0.63480
83 H 0.41075 -6.69540 -1.96694
84 H -0.90302 -5.60139 -1.47283
85 H 0.36202 -4.82674 -3.42056
86 H 2.65742 -4.03440 -3.16873
87 H 2.45784 -5.79717 -2.99072
88 H 2.69161 -5.73379 0.62424
89 H 2.44502 -6.77566 -0.77816
90 H 0.83326 -4.48019 1.50319
91 H -0.67053 -4.36459 0.59594
92 H 0.68555 -2.54951 -2.75766
93 H -0.74079 -3.22860 -1.98231
94 H 3.28826 -3.46824 0.33001
95 H 3.31202 -2.73062 -1.27035


Record 2
The following is a quantum chemistry calculation of a 3-piece molecular cluster, C6H10O overall, from OMol25.

* multiplicity: 1
* total charge: 0
* Kohn-Sham gap: 9.238 eV
* relative energy (zero: lowest compared OMol25 entry of this formula, charge and spin): 2.732 eV
* DFT total energy: -309.7420 hartree
* E_LUMO: 0.81 eV

Element x y z (Å)
1 C -0.66960 1.71704 -1.13177
2 C -0.36329 0.59382 -0.18589
3 C -0.14009 0.67466 1.18329
4 C 0.34291 -0.56452 1.64987
5 C -0.13660 -1.59866 0.65259
6 C -0.03730 -0.72924 -0.57536
7 O -0.25267 -1.27245 -1.80316
8 H -1.44940 1.44186 -1.85549
9 H 0.21797 2.02620 -1.69913
10 H -1.02888 2.59436 -0.58583
11 H -0.14879 1.59897 1.75434
12 H 0.51690 -0.79480 2.69679
13 H 1.60534 -0.56426 0.80232
14 H 0.45732 -2.51435 0.60258
15 H -1.19209 -1.83656 0.83172
16 H 1.51356 -0.61698 -0.15152
17 H -0.40491 -0.55888 -2.43727